22
Properties=species:S:1:pos:R:3 method="wB97M-V/def2-TZVPD" spin_multiplicity=2 charge=+1 s2=0.754 de_lowest_kcal_mol=24.0 homo_lumo_gap_ev="9.42 / 6.05" homo_energy_ha="-0.5117 / -0.5118" mol_weight_da=114.19 e_lumo_ha="-0.1655 / -0.2893"
C 2.082 0.343 1.177
C 1.299 0.357 -0.139
C -0.084 0.800 0.181
C -0.302 2.062 0.734
C -1.175 -0.191 0.048
C -0.925 -1.425 0.906
C -0.291 -2.542 0.592
H 2.317 1.341 1.560
H 1.476 -0.060 1.985
H 3.030 -0.182 1.107
H 1.218 -0.647 -0.537
H 1.762 0.958 -0.929
H -1.266 2.552 0.709
H 0.534 2.626 1.136
H -1.146 -0.443 -1.026
H -2.156 0.198 0.294
H -1.464 -1.371 1.841
H -0.049 -3.239 1.391
H 0.046 -2.835 -0.398
H -1.131 0.799 -4.133
H -2.287 0.188 -3.250
O -1.486 0.713 -3.246